Entry from the Open Molecules 2025 dataset: a molecular structure, F2Sr2 (wB97M-V/def2-TZVPD).

Each line ends with the Löwdin charge.
Geometry (Å):
F1 -1.22416 1.13378 1.77477  -0.734
Sr1 -1.46892 -0.47213 0.16799  1.662
Sr2 1.88757 -1.23150 -1.54042  1.833
F2 0.80551 0.56985 -0.40234  -0.761

Summary:
* DFT total energy: -7091.2157 eV
* charge: +2
* ΔE to the lowest compared entry with this formula, charge and spin: 0.0 kJ/mol
* Kohn-Sham gap: 0.2329 Ha